# 1
11
Properties=species:S:1:pos:R:3:forces:R:3 method="wB97M-V/def2-TZVPD" s2=0.753 homo_ev="-0.186 / -3.579" gap_ev="4.47 / 7.85" lumo_ev="4.280 / 4.267" de_lowest_ev=0.674 multiplicity=2 total_charge=-1
O -1.678 -0.195 -0.652 2.738 -0.640 -1.957
C -2.584 -0.038 0.168 -4.517 0.538 4.003
H -3.570 0.497 -0.055 0.883 -0.347 -0.183
H -2.770 -0.651 1.174 0.775 0.547 -1.598
C 2.655 0.077 -0.168 0.693 0.376 -0.635
C 1.351 0.257 -0.179 -2.536 1.417 -2.915
O 0.552 -0.108 0.778 0.016 -0.698 1.927
H 3.151 0.593 -0.933 0.790 0.405 -1.237
H 3.309 -0.459 0.474 -0.172 -0.374 0.999
H 0.759 0.776 -1.161 1.803 -1.293 2.809
H -0.400 -0.108 0.568 -0.473 0.068 -1.214

***

# 2
122
Properties=species:S:1:pos:R:3:forces:R:3 method="wB97M-V/def2-TZVPD" homo_ev=-4.540 gap_ev=6.66 lumo_ev=2.119 total_charge=-1
Pb 0.059 0.289 -0.015 0.456 0.662 -0.136
C -0.922 -6.909 3.119 0.210 0.027 -0.191
C 0.187 -6.878 2.065 -0.003 -0.132 0.087
C 1.512 -7.255 2.744 -0.175 0.002 -0.052
C -0.153 -7.931 1.000 0.032 0.118 0.144
C 0.335 -5.509 1.414 -0.053 -0.040 0.099
C -0.343 -4.380 1.832 0.010 -0.122 0.000
C -0.164 -3.170 1.182 -0.119 0.547 -0.030
Se -1.060 -1.596 1.853 0.172 -0.435 0.373
C 0.145 -1.134 3.301 -0.288 -0.072 -0.257
C 0.079 -1.890 4.454 0.083 0.077 -0.071
C 0.886 -1.593 5.543 0.145 -0.024 0.088
C 1.751 -0.516 5.399 -0.191 -0.216 0.038
C 1.827 0.282 4.269 -0.078 0.205 -0.242
C 0.988 -0.001 3.154 -0.082 -0.647 0.745
O 0.971 0.733 2.100 0.005 0.213 -1.286
C 2.838 1.431 4.301 0.206 0.102 0.022
C 2.606 2.295 5.551 0.050 -0.120 -0.105
C 2.790 2.386 3.106 0.011 -0.002 0.029
C 4.248 0.822 4.343 -0.134 0.118 0.032
C 0.759 -2.397 6.831 -0.050 -0.110 0.108
C 1.759 -1.970 7.912 -0.171 -0.059 -0.236
C -0.656 -2.187 7.392 0.186 -0.064 -0.027
C 0.992 -3.886 6.538 -0.028 0.179 0.070
C 0.652 -3.013 0.039 -0.443 -0.734 0.747
O 0.692 -1.930 -0.650 -0.045 1.510 -0.232
C 1.431 -4.160 -0.314 0.120 0.150 -0.263
C 1.237 -5.345 0.359 -0.098 0.006 0.074
C 2.484 -4.011 -1.406 0.132 -0.009 -0.144
C 3.286 -5.292 -1.664 -0.197 0.218 0.108
C 3.471 -2.923 -0.961 -0.114 -0.007 -0.058
C 1.820 -3.598 -2.725 -0.011 0.076 0.104
H -1.025 -7.919 3.515 0.003 -0.073 0.042
H -0.692 -6.245 3.948 -0.030 0.122 0.137
H -1.875 -6.615 2.684 -0.153 0.055 0.000
H 1.442 -8.238 3.210 -0.008 -0.143 0.066
H 2.325 -7.278 2.022 0.123 0.005 -0.064
H 1.759 -6.525 3.511 0.060 0.084 0.090
H -0.302 -8.905 1.467 -0.009 -0.122 0.036
H -1.064 -7.654 0.475 -0.105 0.003 -0.082
H 0.645 -8.028 0.268 0.074 -0.017 -0.122
H -1.035 -4.412 2.661 -0.037 -0.060 0.093
H -0.616 -2.718 4.486 -0.068 -0.042 0.051
H 2.402 -0.282 6.225 0.115 0.080 0.117
H 1.598 2.705 5.536 -0.106 0.049 0.026
H 2.734 1.735 6.473 0.001 -0.047 0.125
H 3.313 3.123 5.561 0.099 0.126 0.018
H 1.822 2.872 3.035 -0.072 0.071 -0.071
H 3.557 3.152 3.230 0.061 0.060 0.112
H 2.970 1.870 2.171 0.018 0.021 -0.095
H 4.392 0.204 5.227 0.029 -0.096 0.116
H 4.406 0.198 3.466 0.058 -0.073 -0.104
H 4.997 1.613 4.349 0.131 0.082 0.008
H 1.605 -0.934 8.202 0.038 0.155 0.048
H 1.622 -2.591 8.797 -0.017 -0.051 0.064
H 2.784 -2.095 7.568 0.156 0.031 -0.020
H -0.827 -1.127 7.571 -0.053 0.097 0.022
H -1.408 -2.536 6.691 -0.119 -0.035 -0.069
H -0.782 -2.722 8.333 -0.040 -0.098 0.118
H 1.997 -4.036 6.148 0.103 -0.041 -0.072
H 0.884 -4.481 7.445 -0.037 -0.069 0.115
H 0.285 -4.257 5.802 -0.087 -0.091 -0.115
H 1.811 -6.206 0.058 0.140 -0.094 -0.089
H 3.809 -5.617 -0.768 0.084 -0.108 0.116
H 2.647 -6.099 -2.017 -0.063 -0.152 -0.021
H 4.029 -5.090 -2.434 0.053 0.009 -0.059
H 3.918 -3.191 -0.005 0.096 -0.029 0.102
H 4.265 -2.800 -1.697 0.117 0.016 -0.116
H 2.952 -1.976 -0.851 0.041 0.059 0.025
H 1.158 -4.387 -3.078 -0.070 -0.094 -0.077
H 1.241 -2.692 -2.573 -0.024 0.010 -0.129
H 2.579 -3.411 -3.484 0.109 -0.014 -0.132
C -5.900 1.439 -3.735 0.079 -0.152 0.031
C -5.067 0.161 -3.561 -0.245 -0.067 0.035
C -5.227 -0.319 -2.116 0.052 0.105 -0.237
C -5.577 -0.946 -4.495 0.056 0.141 0.107
C -3.624 0.481 -3.915 0.050 -0.037 0.108
C -3.326 0.972 -5.193 0.104 0.057 -0.119
C -2.044 1.314 -5.577 -0.109 -0.035 -0.109
C -1.023 1.152 -4.661 0.159 -0.151 0.458
S 0.679 1.481 -4.807 -0.179 -0.153 0.514
C 0.878 0.947 -3.122 -0.554 0.265 -1.082
N -0.215 0.570 -2.566 0.598 -0.385 0.488
C -1.301 0.657 -3.372 -0.464 0.342 -1.141
C -2.598 0.323 -3.004 0.028 -0.016 -0.133
C 2.147 0.959 -2.446 0.789 -0.043 0.603
C 3.326 1.225 -3.145 -0.296 -0.023 0.003
C 4.538 1.194 -2.490 0.205 0.058 -0.103
C 4.579 0.890 -1.138 0.041 0.025 0.018
C 3.404 0.641 -0.444 -0.054 0.013 0.230
C 2.170 0.682 -1.071 -0.806 -0.196 0.157
H -6.925 1.273 -3.409 -0.143 -0.024 0.020
H -5.919 1.763 -4.773 -0.021 0.075 -0.102
H -5.468 2.237 -3.134 -0.031 0.111 0.051
H -6.279 -0.520 -1.919 -0.071 -0.017 0.007
H -4.886 0.435 -1.412 0.097 0.042 0.161
H -4.671 -1.238 -1.944 0.084 -0.101 0.088
H -6.591 -1.234 -4.223 -0.134 -0.020 0.018
H -4.935 -1.821 -4.412 0.018 -0.114 -0.019
H -5.581 -0.622 -5.532 0.001 0.012 -0.150
H -4.120 1.100 -5.913 -0.114 0.016 -0.077
H -1.845 1.700 -6.565 -0.027 0.032 -0.146
H -2.751 -0.021 -1.997 -0.121 -0.031 0.231
H 3.279 1.452 -4.203 0.077 -0.004 -0.069
H 5.449 1.403 -3.035 0.028 -0.018 0.013
H 5.532 0.853 -0.629 0.045 -0.022 0.076
H 3.447 0.397 0.607 0.034 -0.006 0.148
C -3.410 3.846 1.409 0.548 -0.331 -0.011
Ge -1.692 2.788 1.504 -0.499 0.595 0.280
C -0.273 4.214 1.385 -0.347 -0.551 -0.051
C -1.697 2.038 3.347 0.146 0.087 -0.496
C -1.887 1.508 0.031 0.620 -0.354 0.497
H -3.375 4.680 2.104 0.063 0.145 0.159
H -4.258 3.221 1.667 -0.137 -0.179 0.042
H -3.574 4.245 0.413 0.000 0.054 -0.236
H -0.209 4.789 2.303 -0.020 0.068 0.243
H -0.491 4.903 0.572 -0.101 0.014 -0.143
H 0.693 3.758 1.196 0.202 -0.075 -0.016
H -2.222 2.700 4.032 -0.116 0.153 0.001
H -0.686 1.896 3.711 0.173 -0.004 0.056
H -2.191 1.070 3.360 -0.111 -0.160 -0.016
H -1.778 2.129 -0.874 0.253 -0.145 -0.130

***

# 3
25
Properties=species:S:1:pos:R:3:forces:R:3 method="wB97M-V/def2-TZVPD" homo_ev=-8.194 gap_ev=8.10 lumo_ev=-0.098 de_lowest_ev=8.129 total_charge=0
C -0.233 -2.991 0.221 4.478 0.377 3.718
C 0.120 -1.601 0.987 0.610 -1.693 -0.636
C -0.778 0.082 2.472 -0.497 0.368 1.065
C -0.681 1.370 1.358 2.489 -0.404 2.551
C -0.078 0.773 0.089 -2.789 -5.967 9.336
C 0.158 1.445 -0.881 2.319 9.624 -11.389
C 0.908 1.238 -2.099 -0.349 3.631 1.081
C 1.203 -0.007 -2.360 -0.269 -2.640 1.161
C 0.751 -0.905 -1.372 -1.192 -4.203 0.982
C 0.274 -0.563 -0.098 1.367 -1.387 -0.958
H -0.912 -2.815 -0.593 -0.783 -0.326 0.304
H 0.870 -3.205 -0.263 -2.977 -0.551 1.473
H -0.492 -3.627 1.233 0.341 0.610 -3.310
H 1.027 -1.689 1.794 -1.002 -0.049 -2.575
H -1.424 -2.198 2.206 1.231 3.615 -0.191
H -1.756 0.143 3.028 1.243 0.628 -0.183
H 0.163 0.224 3.289 -2.265 -0.858 -2.245
H -1.668 1.959 1.354 1.730 -1.023 -0.518
H 0.308 2.165 1.692 -3.372 -2.187 -0.414
H -0.747 3.013 -2.133 2.166 -0.990 5.644
H 1.194 2.247 -2.573 -0.260 -2.115 0.279
H 1.815 -0.489 -3.050 0.719 0.001 -1.867
H 0.567 -2.076 -1.643 1.488 3.238 0.392
N -0.973 -1.259 1.799 -1.578 -0.123 1.067
O -0.250 2.764 -0.855 -2.847 2.424 -4.767

***

# 4
29
Properties=species:S:1:pos:R:3:forces:R:3 method="wB97M-V/def2-TZVPD" homo_ev=-13.334 gap_ev=10.78 lumo_ev=-2.552 de_lowest_ev=1.126 smiles=C[N@H+]1C[C@@H]1[C@]12OC[C@](C)(CO1)CO2 total_charge=+1
C 1.472 -2.163 -2.013 -3.266 -0.089 -0.425
C -0.886 -0.373 2.094 0.069 -1.067 -1.526
C -2.084 -0.064 -0.146 -0.613 -0.971 -0.286
C -0.454 1.511 0.677 0.645 1.965 2.149
C 1.507 -1.209 -0.889 -1.298 1.398 2.575
C -1.543 0.629 1.120 -2.621 -0.767 2.351
C 0.164 -0.588 -0.049 2.744 -0.870 1.118
C -2.705 1.354 1.893 -0.637 0.331 -0.341
C 2.396 0.257 -2.725 -0.454 0.296 -2.106
N 1.339 -0.670 -2.223 2.049 0.308 -1.422
O 0.100 -1.044 1.248 0.573 -1.639 0.039
O -0.977 -0.771 -0.744 0.327 -0.678 -1.223
O 0.539 0.746 0.015 0.413 1.146 -0.920
H 2.388 -2.511 -2.332 1.928 -0.623 -0.609
H 0.615 -2.858 -2.359 1.176 1.693 1.003
H -0.304 0.042 2.925 -0.445 0.457 -0.259
H -1.561 -1.153 2.495 0.158 0.432 -0.320
H -2.854 -0.838 0.015 0.290 0.351 0.532
H -2.504 0.535 -0.982 0.363 0.471 0.999
H -0.897 2.267 0.089 -0.117 0.834 -1.526
H -0.048 2.126 1.559 -0.005 -1.254 -1.055
H 2.561 -0.965 -0.442 -2.407 -0.442 -0.594
H -2.800 2.359 1.402 -0.448 -0.779 0.730
H -2.551 1.471 2.983 0.711 0.240 -0.630
H -3.713 0.811 1.945 1.430 0.553 -0.923
H 3.430 -0.052 -2.650 -0.070 -0.621 0.400
H 2.211 0.487 -3.828 0.096 -0.373 1.484
H 2.228 1.142 -2.143 0.168 0.580 0.180
H 0.478 -0.204 -2.494 -0.756 -0.881 0.606

***

# 5
15
Properties=species:S:1:pos:R:3:forces:R:3 method="wB97M-V/def2-TZVPD" homo_ev="-7.737 / -7.347" gap_ev="8.30 / 7.78" lumo_ev="0.562 / 0.435" de_lowest_ev=3.460 total_charge=0
C 1.679 -0.577 0.322 0.068 -0.050 -0.017
C 0.462 0.329 0.408 0.089 0.015 0.164
C 0.260 1.271 -0.728 0.941 -0.262 0.206
O -1.014 1.457 -0.894 -0.886 0.624 -0.453
C -1.789 0.699 -0.093 -0.147 -0.370 0.013
C -0.917 -0.388 0.459 0.070 0.105 0.292
O -0.951 -1.573 -0.337 -0.089 0.060 -0.284
H 2.586 0.007 0.134 -0.105 -0.066 0.055
H 1.547 -1.286 -0.497 0.092 0.040 0.087
H 1.822 -1.150 1.244 -0.048 0.115 -0.131
H 0.500 0.948 1.325 -0.030 -0.066 -0.046
H 0.938 1.966 -1.208 -0.151 -0.152 0.099
H -2.787 0.550 -0.486 0.068 0.081 0.135
H -1.186 -0.719 1.467 0.133 0.135 -0.191
H -0.925 -1.287 -1.261 -0.004 -0.210 0.071

***

# 6
38
Properties=species:S:1:pos:R:3:forces:R:3 method="wB97M-V/def2-TZVPD" homo_ev=-7.741 gap_ev=8.56 lumo_ev=0.822 de_lowest_ev=4.566 smiles=Cc1c[nH]c2ccccc12.CCc1ccc(O)cc1 total_charge=0
C -1.632 2.651 1.449 1.390 -0.888 -0.706
C -1.860 4.049 1.030 4.621 1.657 2.748
C -2.217 1.673 0.503 -1.320 0.477 0.937
C -1.821 1.762 -0.816 1.563 0.420 -2.629
C -3.171 0.747 0.843 -0.552 -1.906 -2.340
C -2.180 0.796 -1.763 0.613 0.794 1.853
C -3.569 -0.259 -0.147 -0.413 0.641 3.923
C -3.025 -0.268 -1.398 0.370 0.930 -1.019
O -3.280 -1.159 -2.398 -1.129 -1.585 1.030
H -0.571 2.392 1.322 0.196 0.611 0.239
H -1.750 2.519 2.504 -0.948 -0.488 0.579
H -1.496 4.678 1.905 -0.289 -0.428 -0.736
H -1.084 2.601 -1.246 -1.624 -1.950 1.498
H -3.723 0.656 1.775 0.659 0.352 0.151
H -1.545 0.821 -2.622 -0.529 -0.310 -0.962
H -4.205 -0.985 0.450 0.476 0.269 -2.011
H -3.876 -1.850 -2.002 0.833 0.831 -0.817
H -2.784 4.411 0.909 -3.786 0.692 -0.965
H -1.165 4.384 0.277 -0.207 -0.066 -0.783
C 2.230 -3.659 1.708 2.505 0.218 -1.021
C 2.235 -1.729 -0.006 -1.941 -0.718 0.478
C 2.924 -2.624 0.860 2.447 1.479 -0.993
C 2.987 -0.582 -0.282 2.577 -0.064 0.604
C 4.227 -2.149 0.799 -0.099 2.348 0.728
C 0.701 -1.010 -1.469 -4.469 1.292 -2.929
C 1.335 0.247 -1.729 1.458 -1.728 1.031
C 0.932 -1.966 -0.555 3.670 1.785 1.259
C 2.531 0.503 -1.008 -2.069 0.824 -1.859
N 4.320 -0.787 0.221 -4.084 -2.893 0.322
H -0.274 -1.159 -2.027 1.134 0.334 0.363
H 0.994 0.826 -2.593 0.003 0.152 0.782
H 0.332 -2.775 -0.214 -0.487 -0.427 -0.345
H 2.943 1.526 -1.101 0.426 -1.035 0.162
H 1.805 -4.393 1.065 -1.111 -0.419 -0.536
H 1.493 -3.052 2.256 0.382 -1.081 0.617
H 5.096 -2.415 1.348 0.507 -0.639 0.325
H 5.063 -0.152 0.018 0.494 -0.386 0.111
H 3.078 -4.268 2.134 -1.266 0.904 0.912

***

| no. | F_max (eV/Å) |
| --- | --- |
| 1 | 6.1 |
| 2 | 1.5 |
| 3 | 15.1 |
| 4 | 3.6 |
| 5 | 1.2 |
| 6 | 5.6 |